Here is a single C6H7Cl2N molecule in a non-equilibrium geometry from the Open Molecules 2025 dataset. Energies are from ωB97M-V with the def2-TZVPD basis set.

Atoms and positions in Å:
C 1.27 1.99 -1.99
C -0.69 -0.58 -0.31
H -0.37 -1.75 2.71
H -1.40 -2.55 1.29
Cl 1.13 1.56 -3.65
C -0.41 0.37 -1.20
H 1.94 2.73 -2.05
Cl 1.62 -0.43 2.79
H -1.76 -0.85 2.17
H 0.60 1.55 0.00
H -0.93 0.29 -2.08
C 1.08 -0.20 1.17
H -1.50 -1.26 -0.68
N -0.12 -0.69 1.02
C 0.54 1.39 -1.05
C -0.99 -1.58 1.86

**Relative energy (zero: lowest compared OMol25 entry of this formula, charge and spin)**: 86.8 kcal/mol
**Energy**: -32866.2910 eV
**Total charge**: 0
**Max |F|**: 3.93 eV Å⁻¹
**E_LUMO**: 0.408 eV